1.
Formula: C9H13N2O
Source: the OMol25 dataset
Level of theory: ωB97M-V/def2-TZVPD

Last column: Löwdin charge in e.
Positions of all 25 atoms, in Å:
N: 1.267 -0.335 0.487  -0.116
H: -3.318 -3.649 -0.835  0.136
H: 2.522 -0.650 -1.068  0.111
H: -1.577 1.827 -1.181  0.075
C: -2.486 -2.958 -0.571  -0.023
C: -2.161 -1.669 -1.130  -0.050
C: 0.292 0.292 -0.476  0.021
H: -2.716 -1.130 -1.894  0.117
H: 3.279 -0.964 0.527  0.113
C: 2.608 -0.347 -0.039  0.026
H: 0.814 -1.302 0.670  0.177
H: -1.811 2.886 0.122  0.094
H: -1.494 -3.849 1.211  0.116
C: 0.162 1.525 1.398  -0.069
N: -0.192 1.544 0.123  -0.152
H: 2.936 0.638 0.154  0.104
H: -0.399 3.354 -0.967  0.151
C: -1.651 -3.090 0.503  -0.045
C: -1.082 -1.245 -0.479  -0.139
C: -1.058 2.468 -0.521  -0.019
H: 0.590 0.454 -1.549  0.168
H: -0.171 2.131 2.244  0.159
O: -0.704 -2.076 0.440  -0.045
H: 1.196 0.116 2.686  0.139
C: 0.981 0.496 1.669  -0.047

The calculation puts the relative energy (zero: lowest compared OMol25 entry of this formula, charge and spin) at 536.9 kJ/mol. Its HOMO-LUMO gap is 9.304 eV. Its total charge is +1. The calculation puts the molar mass at 165.22 g mol⁻¹. As for the total energy: -14560.336 eV.


2.
Formula: C9H13N2O
Source: the OMol25 dataset
Level of theory: ωB97M-V/def2-TZVPD

Last column: Löwdin charge in e.
Positions of all 25 atoms, in Å:
C: 1.333 -0.173 -0.505  -0.121
H: -0.668 2.226 0.169  0.136
N: 0.072 0.265 -0.136  0.059
H: -2.130 -1.819 -0.671  0.147
H: -2.683 1.002 -0.295  0.151
C: 0.149 1.585 0.501  -0.084
H: -3.516 -1.423 1.043  0.122
O: -1.145 -1.559 -0.799  0.172
C: 1.626 -2.083 0.428  -0.239
H: 2.647 -1.587 -1.387  0.139
N: -3.325 -0.952 0.167  0.038
H: 1.443 2.648 -0.868  0.128
C: 1.697 -2.885 1.321  0.041
H: 2.808 0.545 0.854  0.153
C: 1.517 2.117 0.081  -0.114
C: 2.344 0.842 -0.093  -0.077
H: 0.087 1.458 1.586  0.152
H: 1.936 2.793 0.821  0.130
C: 1.646 -1.492 -0.973  -0.122
H: 3.146 0.945 -0.824  0.143
C: -2.377 0.140 0.307  -0.113
H: -4.204 -0.678 -0.249  0.118
H: 0.907 -2.008 -1.578  0.121
H: -2.247 0.485 1.339  0.146
C: -1.062 -0.395 -0.238  -0.227

The calculation puts the relative energy (zero: lowest compared OMol25 entry of this formula, charge and spin) at 644.4 kJ/mol. Its HOMO-LUMO gap (spin up / spin down) is 7.325 / 6.036 eV. Its total charge is +1. The calculation puts the molar mass at 165.22 g mol⁻¹. As for the total energy: -14559.222 eV.


3.
Formula: C9H13N2S2
Source: the OMol25 dataset
Level of theory: ωB97M-V/def2-TZVPD

Last column: Löwdin charge in e.
Positions of all 26 atoms, in Å:
H: -3.620 2.100 1.687  0.106
H: 0.101 -3.657 0.673  0.059
C: -0.554 -2.961 1.336  -0.517
H: 2.043 -0.778 1.538  0.046
C: -2.651 1.824 1.192  -0.308
H: -1.306 1.164 2.712  0.152
H: 0.961 -0.100 -3.763  0.099
H: 0.145 -2.499 1.986  -0.013
H: 2.115 1.191 -3.582  0.128
H: -1.442 -3.427 1.686  0.009
H: 2.183 -0.511 -0.620  0.233
H: 1.793 0.925 1.871  0.140
H: -0.690 1.673 -2.632  0.196
C: -0.722 0.925 0.548  -0.381
H: 0.676 -0.488 2.594  0.118
S: -2.633 2.140 -0.575  1.082
S: -1.189 -1.763 0.222  0.710
C: 0.457 0.109 0.568  -0.335
H: 2.363 -0.420 -2.906  0.083
N: 1.250 0.071 -0.609  0.137
C: -1.134 1.309 -0.693  -0.567
C: 1.325 -0.097 1.759  -0.009
C: 0.852 0.596 -1.789  -0.217
N: -0.380 1.152 -1.795  0.143
C: -1.569 1.185 1.631  -0.133
C: 1.626 0.339 -3.039  0.038

The calculation puts the relative energy (zero: lowest compared OMol25 entry of this formula, charge and spin) at 161.9 kJ/mol. Its HOMO-LUMO gap (spin up / spin down) is 6.636 / 6.640 eV. Its total charge is +1. The calculation puts the molar mass at 213.35 g mol⁻¹. As for the total energy: -34185.721 eV.


4.
Formula: C9H13N3O
Source: the OMol25 dataset
Level of theory: ωB97M-V/def2-TZVPD

Last column: Löwdin charge in e.
Positions of all 26 atoms, in Å:
C: -0.898 -0.564 -0.289  0.092
C: -2.183 -2.303 -1.256  0.048
O: 0.649 2.148 0.665  -0.088
H: 1.588 -0.290 2.463  0.114
C: -3.176 -0.665 0.208  0.007
H: 0.015 1.658 -1.253  0.083
N: 0.139 -2.137 -1.773  0.182
N: 1.869 1.413 0.649  0.019
H: 2.292 1.605 1.586  0.217
H: -2.253 -3.184 -1.881  0.140
C: -3.277 -1.787 -0.599  -0.024
H: -0.713 3.081 -0.452  0.124
H: 1.779 -3.005 -2.976  0.144
C: 1.929 -0.747 1.524  -0.078
C: 0.993 -2.591 -2.392  0.374
H: -4.236 -2.276 -0.718  0.136
H: -4.037 -0.255 0.720  0.135
H: 2.478 1.843 -0.076  0.212
N: 1.711 0.058 0.380  0.059
C: 0.212 2.533 -0.624  -0.042
H: -1.846 0.833 1.023  0.120
C: -1.933 -0.030 0.383  -0.049
C: -0.922 -1.668 -1.111  -0.256
H: 1.454 -1.715 1.388  0.096
H: 0.936 3.201 -1.096  0.110
H: 3.010 -0.926 1.633  0.127

The calculation puts the relative energy (zero: lowest compared OMol25 entry of this formula, charge and spin) at 736.7 kJ/mol. Its HOMO-LUMO gap (spin up / spin down) is 7.367 / 8.971 eV. Its total charge is +2. The calculation puts the molar mass at 179.22 g mol⁻¹. As for the total energy: -16036.511 eV.


5.
Formula: C9H13N4
Source: the OMol25 dataset
Level of theory: ωB97M-V/def2-TZVPD

Last column: Löwdin charge in e.
Positions of all 26 atoms, in Å:
C: 3.356 1.244 0.120  -0.032
C: -2.992 1.639 -0.457  0.026
C: -1.121 0.141 -0.325  -0.164
H: 3.172 2.307 0.243  0.086
H: -3.365 2.573 -0.723  0.098
C: -3.750 0.519 0.023  -0.063
H: -0.847 2.165 -0.681  0.125
C: 2.135 0.342 0.458  -0.317
H: 1.004 -2.132 -0.373  0.156
N: 1.175 0.365 -1.029  0.116
C: -1.972 -0.938 0.149  -0.087
H: -1.208 -3.096 0.539  0.154
H: 3.274 -1.224 0.371  0.072
H: 3.592 1.001 -0.846  0.036
C: -1.623 1.397 -0.587  0.007
H: 1.438 0.886 1.124  0.144
N: 2.453 -0.962 0.815  0.054
H: 2.245 -1.284 1.798  0.151
H: 4.231 0.976 0.754  0.100
N: 0.082 -1.711 -0.358  0.131
H: -4.823 0.533 0.095  0.117
C: -1.099 -2.077 0.132  0.046
H: -3.892 -1.494 0.634  0.093
H: 1.783 -0.148 -1.636  0.103
N: 0.101 -0.322 -0.591  -0.132
C: -3.348 -0.699 0.352  -0.020

The calculation puts the relative energy (zero: lowest compared OMol25 entry of this formula, charge and spin) at 307.2 kJ/mol. Its HOMO-LUMO gap is 8.462 eV. Its total charge is +1. The calculation puts the molar mass at 177.23 g mol⁻¹. As for the total energy: -15495.062 eV.


6.
Formula: C9H13N4
Source: the OMol25 dataset
Level of theory: ωB97M-V/def2-TZVPD

Last column: Löwdin charge in e.
Positions of all 26 atoms, in Å:
C: 0.874 0.201 0.124  -0.182
N: -1.330 -0.860 0.579  -0.168
H: -3.263 -0.535 1.091  0.117
H: -1.228 2.064 0.992  0.157
H: 1.085 2.354 0.222  0.109
C: 2.849 1.439 -0.521  -0.057
N: -2.375 -0.763 1.539  0.080
H: -1.709 0.795 2.032  0.141
H: -2.478 -1.655 2.020  0.128
H: 3.361 2.381 -0.637  0.115
H: 3.321 -1.877 -0.981  0.116
C: -1.703 -1.316 -0.711  -0.113
C: 1.566 1.419 -0.019  -0.028
H: 1.046 -1.936 -0.077  0.114
C: 3.484 0.258 -0.880  -0.050
C: 2.824 -0.954 -0.725  -0.054
C: -0.443 0.182 0.665  -0.215
C: -2.410 -0.114 -1.492  -0.249
N: -0.894 1.267 1.550  0.228
H: -0.829 -1.555 -1.316  0.118
H: 4.487 0.282 -1.275  0.114
H: -3.044 -0.531 -2.271  0.118
N: -2.202 1.049 -1.234  0.181
H: -2.359 -2.183 -0.646  0.129
C: 1.537 -0.988 -0.234  -0.027
H: -0.167 1.575 2.205  0.177

The calculation puts the relative energy (zero: lowest compared OMol25 entry of this formula, charge and spin) at 374.7 kJ/mol. Its HOMO-LUMO gap (spin up / spin down) is 6.576 / 8.374 eV. Its total charge is +1. The calculation puts the molar mass at 177.23 g mol⁻¹. As for the total energy: -15494.362 eV.


7.
Formula: C9H13N5
Source: the OMol25 dataset
Level of theory: ωB97M-V/def2-TZVPD

Last column: Löwdin charge in e.
Positions of all 27 atoms, in Å:
C: 0.761 2.235 0.613  -0.064
C: -2.438 -2.471 1.644  -0.163
C: 2.881 1.335 -0.362  -0.066
H: -0.271 2.408 0.345  0.050
C: -1.438 0.859 -2.794  -0.106
N: -2.444 -1.553 0.727  0.080
C: 1.386 1.410 -0.557  -0.448
C: -1.247 -0.401 -0.843  -0.063
H: -1.257 -3.715 2.964  0.085
H: 1.144 1.925 -1.522  0.131
C: -1.238 -2.872 2.304  -0.082
N: -1.216 -1.240 0.196  -0.012
H: 3.423 1.423 -1.309  0.077
H: -3.378 -2.694 1.983  0.073
N: 0.829 0.105 -0.607  0.025
N: -1.813 -0.099 -1.858  0.088
H: 1.116 3.238 0.862  0.071
C: -0.011 -2.445 1.793  -0.055
H: 3.266 2.020 0.368  0.069
H: 3.062 0.302 -0.072  0.065
H: 0.903 -2.626 2.385  0.105
H: -2.072 0.809 -3.671  0.081
H: 0.772 1.716 1.621  0.098
H: -0.335 0.674 -3.140  0.125
C: 0.066 -1.445 0.789  -0.284
N: 1.007 -0.661 0.460  0.072
H: -1.457 1.761 -2.319  0.047

The spin multiplicity is 3. Its HOMO-LUMO gap (spin up / spin down) is 6.103 / 6.833 eV. Its expectation value of S² is 2.020. The calculation puts the molar mass at 191.24 g mol⁻¹. As for the total energy: -16987.357 eV.


8.
Formula: C9H13N5O2
Source: the OMol25 dataset
Level of theory: ωB97M-V/def2-TZVPD

Last column: Löwdin charge in e.
Positions of all 29 atoms, in Å:
H: 3.238 -1.826 0.570  0.113
N: -2.480 1.452 -0.214  0.121
C: 1.573 0.359 0.630  -0.192
C: 3.629 -1.005 -0.035  -0.274
H: 5.519 -1.986 -0.404  0.068
H: 3.431 1.137 -0.132  0.116
H: 5.563 -0.236 -0.618  0.072
C: -2.627 0.148 -0.260  -0.282
H: -4.528 2.124 0.144  0.074
N: -5.316 1.533 0.357  0.153
H: 3.287 -1.152 -1.060  0.101
C: -0.587 0.454 -0.555  -0.338
H: 1.228 -0.494 1.217  0.122
C: 5.153 -1.041 -0.012  -0.116
O: -1.152 1.661 -0.406  0.055
C: -5.161 0.218 0.149  -0.354
H: 3.519 0.484 1.502  0.114
C: 0.874 0.337 -0.738  -0.103
H: -6.245 1.911 0.378  0.109
H: 1.227 1.173 -1.343  0.132
H: 1.074 -0.604 -1.249  0.123
N: -6.101 -0.697 0.196  0.108
H: 1.283 1.272 1.156  0.117
C: -3.911 -0.471 -0.107  -0.161
N: -4.176 -1.746 -0.193  0.132
H: 5.524 -0.925 1.004  0.071
N: -1.453 -0.508 -0.473  0.225
O: -5.481 -1.888 -0.013  -0.078
C: 3.095 0.318 0.509  -0.228

The calculation puts the relative energy (zero: lowest compared OMol25 entry of this formula, charge and spin) at 6.7 kJ/mol. Its HOMO-LUMO gap is 9.701 eV. The calculation puts the molar mass at 223.24 g mol⁻¹. As for the total energy: -21086.762 eV.